Record 1
C2H2F2LiOSc as an isolated structure in a non-equilibrium geometry. Source: the Open Molecules 2025 dataset; level of theory: ωB97M-V/def2-TZVPD.

Geometry as ORCA input:
```
! RIJCOSX wB97M-V def2-TZVPD def2/J DEFGRID3
* xyz 3 2
Li -1.74 -1.50 3.37
H -6.61 2.87 1.42
H -7.84 1.42 1.33
F -6.14 -0.32 0.51
C -6.78 1.79 1.42
O -4.72 1.33 0.57
F -1.84 -0.02 2.47
C -6.08 0.98 0.66
Sc -2.70 1.28 1.41
*
```

The HOMO-LUMO gap (alpha / beta) is 7.38 / 8.40 eV. The energy relative to the best compared isomer or geometry (same formula, charge and spin) is 0.0 kcal per mole. The value obtained for the HOMO energy (alpha / beta) is -24.13 / -25.21 eV. The calculated total energy is -1119.392167 hartree. The LUMO energy (alpha / beta) is -16.74 / -16.81 eV.



Record 2
A 2-piece molecular cluster, C2H2F2O2 overall in a non-equilibrium geometry. Source: the Open Molecules 2025 dataset; level of theory: ωB97M-V/def2-TZVPD.

Geometry as ORCA input:
```
! RIJCOSX wB97M-V def2-TZVPD def2/J DEFGRID3
* xyz 0 1
F -1.27 -0.14 1.56
H -1.86 -0.22 -1.18
C 0.11 -0.32 -1.02
O -1.03 0.27 -1.11
F 2.19 0.59 -1.00
O 1.28 -0.13 0.90
H -0.60 -0.23 2.15
C 1.18 0.19 -0.30
*
```

The HOMO-LUMO gap is 9.08 eV. The energy relative to the best compared isomer or geometry (same formula, charge and spin) is 73.0 kcal per mole. The value obtained for the HOMO energy is -9.37 eV. The calculated total energy is -427.507870 hartree. The LUMO energy is -0.30 eV.



Record 3
A 2-piece molecular cluster, C2H2F2O2S overall in a non-equilibrium geometry. Source: the Open Molecules 2025 dataset; level of theory: ωB97M-V/def2-TZVPD.

Geometry as ORCA input:
```
! RIJCOSX wB97M-V def2-TZVPD def2/J DEFGRID3
* xyz 0 1
F 0.53 4.52 0.33
C 1.07 3.37 0.14
H 2.00 1.27 -0.15
O -3.70 0.69 0.08
O -1.62 -0.13 0.93
S -2.12 0.46 -0.27
C 1.58 2.27 0.03
F -2.22 -0.89 -1.26
H -3.85 0.08 0.71
*
```

The HOMO-LUMO gap is 11.30 eV. The energy relative to the best compared isomer or geometry (same formula, charge and spin) is 42.2 kcal per mole. The value obtained for the HOMO energy is -10.70 eV. The calculated total energy is -825.682921 hartree. The LUMO energy is 0.60 eV.



energy relative to the best compared isomer or geometry (same formula, charge and spin) of number 1 (C2H2F2LiOSc)? 0.0 kcal per mole



What is the calculated total energy in the first record? -1119.392167 hartree



Which of these has the lowest calculated total energy? C2H2F2LiOSc